Density functional theory data (the ωB97M-V functional and the def2-TZVPD basis) for a structure of composition C28H48F12LiO24P2.

Element x y z (Å)
1 Li -22.602 11.524 14.704
2 P -23.241 13.908 12.119
3 F -22.521 12.489 11.931
4 F -22.453 14.157 13.497
5 F -21.996 14.535 11.235
6 F -24.028 15.298 12.331
7 F -24.172 13.597 10.897
8 F -24.321 13.248 13.049
9 P -18.512 10.653 16.321
10 F -18.448 12.197 15.913
11 F -17.743 10.926 17.725
12 F -20.041 10.798 16.866
13 F -18.482 9.006 16.638
14 F -19.265 10.293 14.935
15 F -17.031 10.524 15.668
16 C -20.508 14.728 19.523
17 C -19.468 15.815 19.589
18 O -20.064 16.901 20.334
19 C -21.162 16.511 20.936
20 O -21.843 17.138 21.761
21 O -21.400 15.200 20.546
22 H -20.097 13.772 19.846
23 H -20.761 14.475 18.493
24 H -19.233 16.277 18.631
25 H -18.556 15.436 20.052
26 C -16.105 15.052 11.231
27 C -15.514 15.113 12.633
28 O -14.177 15.499 12.406
29 C -13.880 15.067 11.106
30 O -12.763 15.175 10.602
31 O -14.993 14.833 10.398
32 H -16.740 15.899 10.971
33 H -16.772 14.192 11.178
34 H -15.532 14.134 13.111
35 H -16.002 15.862 13.256
36 C -14.877 6.574 13.314
37 C -15.753 7.304 12.243
38 O -16.453 6.258 11.589
39 C -15.913 5.046 11.994
40 O -16.056 3.973 11.433
41 O -15.188 5.190 13.129
42 H -15.227 7.079 14.214
43 H -13.817 6.790 13.181
44 H -15.065 7.913 11.657
45 H -16.458 8.036 12.637
46 C -14.818 7.447 20.968
47 C -14.293 7.819 19.606
48 O -13.204 6.903 19.425
49 C -13.364 5.891 20.291
50 O -12.750 4.847 20.207
51 O -14.391 6.163 21.063
52 H -15.893 7.314 21.095
53 H -14.402 8.076 21.756
54 H -13.891 8.829 19.693
55 H -15.060 7.709 18.839
56 C -11.519 13.703 23.885
57 C -12.249 14.836 23.247
58 O -12.251 14.885 21.829
59 C -13.222 14.298 21.124
60 O -14.353 14.002 21.539
61 O -12.873 14.265 19.807
62 C -13.797 13.656 18.913
63 H -11.553 13.832 24.967
64 H -10.547 13.613 23.399
65 H -12.021 12.767 23.641
66 H -11.814 15.782 23.570
67 H -13.238 15.092 23.629
68 H -14.801 13.959 19.209
69 H -13.937 12.576 18.902
70 H -13.521 13.879 17.882
71 C -21.202 5.335 14.655
72 C -22.453 6.058 15.254
73 O -23.406 6.117 14.250
74 C -24.006 7.257 13.871
75 O -23.738 8.397 14.349
76 O -24.963 6.979 12.982
77 C -25.748 7.972 12.327
78 H -21.536 4.446 14.120
79 H -20.572 5.104 15.514
80 H -20.660 5.949 13.936
81 H -22.129 7.014 15.667
82 H -23.012 5.438 15.954
83 H -26.737 7.993 12.786
84 H -25.822 7.598 11.306
85 H -25.299 8.953 12.482
86 C -26.053 15.022 17.373
87 C -26.718 13.673 17.472
88 O -26.323 12.895 18.584
89 C -25.112 12.289 18.547
90 O -24.280 12.327 17.596
91 O -25.063 11.354 19.501
92 C -23.914 10.533 19.761
93 H -24.969 14.954 17.467
94 H -26.290 15.548 18.298
95 H -26.335 15.645 16.524
96 H -26.655 13.026 16.597
97 H -27.791 13.857 17.411
98 H -23.631 9.803 19.002
99 H -24.135 9.956 20.659
100 H -23.016 11.081 20.049
101 C -17.908 11.251 24.122
102 C -16.927 10.959 25.301
103 O -16.803 9.545 25.267
104 C -16.214 8.923 26.227
105 O -15.937 9.310 27.345
106 O -15.956 7.701 25.720
107 C -15.108 6.781 26.458
108 H -18.832 10.681 24.212
109 H -17.532 10.777 23.215
110 H -18.147 12.288 23.889
111 H -17.373 11.354 26.214
112 H -15.944 11.378 25.088
113 H -15.515 6.326 27.361
114 H -14.219 7.388 26.629
115 H -14.711 5.911 25.934

Properties
HOMO level: -9.39 eV
2S+1: 1
Strongest force on any atom: 0.086 hartree/bohr
Net charge: -1

Here are the Mulliken charges for atoms 1 to 4, given in e: Li 0.994; P 1.118; F -0.353; F -0.336